Density functional theory data (wB97M-V/def2-TZVPD) for ArH30O15 as an isolated structure in a non-equilibrium geometry.

The energy above the lowest of the compared OMol25 structures with the same formula, charge and spin is 14.3 kJ/mol. For the molar mass, the calculation gives 310.17 u. The value obtained for the HOMO energy is -0.3574 Ha. The calculation puts the LUMO energy at -0.11 eV. The value obtained for the HOMO-LUMO gap is 9.617 eV.

```
46
Properties=species:S:1:pos:R:3:mulliken_charge:R:1
Ar 0.0169 -0.3865 -0.0373 0.019
O 2.9150 -0.1797 1.7960 -0.584
O -2.5811 -0.2784 -3.0491 -0.646
O -3.2162 -1.4187 1.7788 -0.650
O 1.5193 1.9807 -2.9434 -0.652
O 2.3645 1.9851 0.1632 -0.595
O -2.0691 1.3407 3.1069 -0.629
O -1.4624 2.0574 -2.0980 -0.698
O -4.0424 -1.8261 -1.0724 -0.684
O 0.6326 0.6449 3.4283 -0.635
O -2.6001 2.1155 0.3748 -0.575
O 1.2047 -3.3378 0.0271 -0.603
O -1.0508 -3.7332 -1.9072 -0.591
O 0.3834 3.2695 2.0118 -0.622
O 3.2392 -0.2783 -2.3371 -0.668
O 3.7301 -2.0862 -0.1636 -0.696
H -3.9369 -2.7222 -1.3919 0.329
H 3.6651 -0.0978 2.3849 0.278
H 1.2267 1.3048 3.7857 0.293
H 1.6647 -3.0976 0.8314 0.261
H -1.5938 2.0455 -1.1499 0.379
H -0.4178 -3.0265 -2.0339 0.265
H -2.8519 -0.5429 1.9070 0.356
H 1.5450 1.9020 -3.8971 0.295
H -4.0184 -1.4237 2.3010 0.285
H 2.5587 0.3886 -2.2452 0.345
H 3.1998 2.3725 -0.0984 0.275
H -1.1641 1.0775 3.2739 0.348
H 2.8708 -0.9141 -2.9505 0.315
H 0.5869 1.9749 -2.7272 0.387
H 1.7271 -2.9476 -0.6737 0.338
H -2.0978 0.4050 -2.5848 0.344
H -0.3049 2.6098 2.0962 0.276
H -3.5170 2.3671 0.2638 0.265
H 1.1763 0.1302 2.8319 0.275
H -2.8626 -0.8823 -2.3618 0.389
H 3.1574 -0.8843 1.1952 0.326
H -1.5823 2.9742 -2.3454 0.257
H 2.6073 1.1981 0.6509 0.355
H -2.5101 1.2322 3.9495 0.307
H 3.3655 -1.5045 -0.8307 0.337
H -0.7736 -4.1613 -1.0971 0.332
H 4.4240 -2.5655 -0.6164 0.298
H -3.5968 -1.8192 -0.2253 0.365
H -2.5342 1.8469 1.2911 0.281
H 1.0031 2.8913 1.3879 0.353
```

***

Density functional theory data (wB97M-V/def2-TZVPD) for a 2-piece molecular cluster, C4H12NO2 overall in a non-equilibrium geometry.

The energy above the lowest of the compared OMol25 structures with the same formula, charge and spin is 51.5 kJ/mol. For the molar mass, the calculation gives 106.14 u. The value obtained for the HOMO energy (alpha / beta) is -0.3342 / -0.3340 Ha. The multiplicity is 2. The calculation puts the LUMO energy (alpha / beta) at 0.88 / -2.23 eV. The value obtained for the HOMO-LUMO gap (alpha / beta) is 9.969 / 6.859 eV.

```
19
Properties=species:S:1:pos:R:3:mulliken_charge:R:1
O 1.4398 -0.8346 1.6726 -0.462
O 3.7435 0.3544 1.1775 -0.652
N -1.0935 0.0975 0.5039 -0.344
C -1.9672 0.7414 -0.4502 -0.460
C -0.2483 -0.9298 -0.0681 -0.470
C -1.2719 1.6311 -1.4999 -1.057
C 0.5869 -1.6433 0.9707 -0.426
H 1.1054 -2.4786 0.4789 0.344
H -0.4771 1.1771 -2.0961 0.320
H 2.8703 -0.0685 1.2744 0.441
H -0.8365 -1.7167 -0.5662 0.327
H -2.6605 1.4160 0.0510 0.282
H -2.0247 2.0588 -2.1650 0.350
H -2.5521 -0.0104 -0.9750 0.343
H 0.3506 -0.5886 -0.9182 0.321
H -0.8107 2.4763 -0.9819 0.281
H -0.4498 0.7405 0.9540 0.264
H 4.3489 -0.3357 0.8830 0.293
H -0.0531 -2.0868 1.7548 0.304
```